Density functional theory data (wB97M-V/def2-TZVPD) for a structure of composition C32H44BF2N6PbS2 at a distorted geometry.

Its frontier orbital gap is 6.50 eV. Its total charge is +1. The HOMO energy is -9.55 eV.

Last column: Mulliken charge in e.
Positions of all 88 atoms, in Å:
1 Pb 0.0884 -0.4689 -0.3367  -0.014
2 C -1.5443 -3.8001 -0.3068  -1.065
3 C -2.5984 -2.8992 0.3436  -0.918
4 N -2.6424 -1.5670 -0.2389  0.227
5 C -3.3712 -1.4105 -1.4856  -0.941
6 C -2.6633 -1.9568 -2.7241  -0.807
7 S -0.8834 -1.5212 -2.9027  0.126
8 C -0.0746 -3.1620 -2.9040  -1.022
9 C 0.5318 -3.5873 -1.5631  -0.557
10 N -0.2535 -3.1234 -0.4293  0.950
11 H -1.4652 -4.7142 0.2960  0.421
12 H -1.8837 -4.1069 -1.2929  0.519
13 H -3.5745 -3.4070 0.2815  0.418
14 H -2.3291 -2.7822 1.3942  0.188
15 H -3.0444 -0.9298 0.4392  0.199
16 H -4.3594 -1.9018 -1.4526  0.389
17 H -3.5342 -0.3406 -1.6368  0.344
18 H -2.7426 -3.0377 -2.7860  0.475
19 H -3.1480 -1.5347 -3.6054  0.619
20 H -0.8091 -3.8794 -3.2636  0.559
21 H 0.7135 -3.0795 -3.6515  0.534
22 H 0.6439 -4.6823 -1.5717  0.569
23 H 1.5235 -3.1481 -1.4700  0.021
24 H 0.2706 -3.2631 0.4281  -0.758
25 C -0.8371 -2.0539 3.6201  -1.513
26 C 0.2169 -2.9480 3.0352  1.992
27 C 0.1864 -4.3166 3.2633  -1.049
28 C 1.1825 -5.1431 2.7736  -0.960
29 C 2.2363 -4.5983 2.0636  -0.944
30 C 2.2965 -3.2372 1.7985  1.762
31 C 3.4448 -2.6622 1.0309  -0.964
32 C 1.2606 -2.4141 2.2633  -2.406
33 N 1.2024 -1.0602 1.8992  1.697
34 C 1.5804 -0.1148 2.6733  0.699
35 C 2.2193 -0.3438 4.0084  -2.149
36 C 1.3173 1.2713 2.2627  0.520
37 C 1.5425 2.3468 3.2799  -2.158
38 N 0.8562 1.4837 1.0882  1.214
39 C 0.4375 2.7517 0.6556  -0.707
40 C -0.8154 3.2327 1.0592  1.513
41 C -1.6801 2.4448 2.0022  -1.940
42 C -1.2608 4.4484 0.5600  -0.770
43 C -0.4919 5.1772 -0.3263  -1.219
44 C 0.7449 4.6932 -0.7136  -0.691
45 C 1.2309 3.4860 -0.2342  0.879
46 C 2.5758 2.9806 -0.6564  -1.139
47 H -1.6474 -2.6456 4.0381  0.477
48 H -1.2402 -1.3709 2.8740  0.222
49 H -0.4142 -1.4498 4.4214  0.307
50 H -0.6160 -4.7373 3.8509  0.502
51 H 1.1405 -6.2068 2.9528  0.444
52 H 3.0365 -5.2342 1.7164  0.501
53 H 4.2604 -3.3780 0.9627  0.503
54 H 3.8097 -1.7529 1.5024  0.219
55 H 3.1283 -2.3950 0.0216  -0.121
56 H 2.3723 -1.4053 4.1906  0.440
57 H 1.5906 0.0603 4.8005  0.448
58 H 3.1827 0.1599 4.0594  0.468
59 H 2.5644 2.3222 3.6511  0.518
60 H 0.8788 2.1957 4.1311  0.386
61 H 1.3473 3.3285 2.8567  0.443
62 H -1.4989 1.3756 1.9021  0.233
63 H -2.7298 2.6508 1.8084  0.513
64 H -1.4751 2.7268 3.0345  0.361
65 H -2.2246 4.8246 0.8682  0.538
66 H -0.8547 6.1136 -0.7207  0.531
67 H 1.3536 5.2684 -1.3942  0.420
68 H 3.1552 3.7727 -1.1231  0.487
69 H 2.4649 2.1660 -1.3708  -0.005
70 H 3.1340 2.5896 0.1914  0.235
71 F 2.5650 -1.1544 -2.6812  -0.154
72 B 2.3652 -0.6150 -1.4744  0.308
73 F 3.5100 -0.1016 -1.0283  -0.151
74 N -0.9818 5.2244 -5.2653  -0.293
75 C -1.6052 4.8944 -4.1261  0.381
76 S -2.8046 5.8603 -3.5378  -0.358
77 C -1.2003 3.6816 -3.4064  1.144
78 C -1.9945 3.2174 -2.3575  -1.244
79 C -1.6106 2.0945 -1.6595  -0.789
80 N -0.5049 1.4120 -1.9343  0.565
81 C 0.2430 1.8217 -2.9506  -1.009
82 C -0.0531 2.9433 -3.7063  -1.161
83 H -1.3016 6.0431 -5.7587  0.214
84 H -0.2771 4.6484 -5.6924  0.159
85 H -2.8884 3.7606 -2.1009  0.446
86 H -2.2128 1.7196 -0.8453  0.899
87 H 1.1160 1.2237 -3.1694  0.494
88 H 0.6214 3.2271 -4.4984  0.341